A structure of composition C51H28Cl4N5O4Ti. Source: OMol25; level of theory: wB97M-V/def2-TZVPD.

Values from the calculation:
Gap between HOMO and LUMO (spin up / spin down) = 5.4 / 5.4 eV
HOMO level (spin up / spin down) = -6.88 / -6.90 eV
E_LUMO (spin up / spin down) = -1.524 / -1.547 eV
2S+1 = 2

Last column: Mulliken spin population.
Geometry (Å):
Ti -0.67334 0.16810 0.72275  0.45
Cl -9.24567 1.01605 -2.21471  0.00
C -7.63404 0.81035 -1.59727  0.00
C -7.43021 0.76169 -0.22818  0.00
C -6.14166 0.59482 0.25717  0.00
C -5.05932 0.47222 -0.60845  0.01
C -5.29072 0.53549 -1.97944  0.00
C -6.57366 0.69979 -2.48112  0.00
C -3.66728 0.30737 -0.07257  -0.02
C -3.12669 -0.97004 -0.16775  0.02
C -3.89767 -2.10170 -0.68548  0.00
C -3.13470 -3.19294 -0.60472  0.01
C -1.82418 -2.83370 -0.02894  0.00
C -0.90610 -3.84703 0.22636  0.01
C -1.34779 -5.27011 0.10866  0.00
C -2.44539 -5.77561 0.80576  0.00
C -2.78689 -7.11684 0.73424  0.00
C -2.01366 -7.97128 -0.03455  0.00
Cl -2.43210 -9.65423 -0.12630  0.00
C -0.90657 -7.50345 -0.72229  0.00
C -0.57770 -6.15940 -0.64054  0.00
C 0.46340 -3.77338 0.78553  0.00
N 1.39430 -2.98680 0.36897  0.00
C 2.13163 -2.61371 1.60703  0.03
C 2.43114 -0.50736 2.49376  0.01
C 2.72769 -0.51468 3.99001  -0.01
C 4.02356 -0.68946 4.46339  0.00
C 4.32224 -0.58085 5.81395  0.00
C 3.31216 -0.28406 6.70991  0.00
Cl 3.66972 -0.16269 8.40197  0.00
C 2.02020 -0.05685 6.26289  0.00
C 1.74314 -0.15814 4.91149  0.00
C 2.09632 0.96696 2.16967  0.01
C 2.88740 2.10258 2.41820  0.01
C 2.07743 3.20764 2.23145  0.00
C 0.79160 2.73146 1.87140  0.00
N 0.82887 1.35059 1.84808  0.02
C -0.35662 3.50869 1.55894  0.00
C -1.61021 3.04159 1.16442  0.02
C -2.73888 3.77207 0.68456  0.00
C -3.66012 2.86639 0.22213  0.00
C -3.09790 1.55974 0.39659  0.01
N -1.90182 1.70216 0.99631  0.01
C -0.19469 4.98732 1.60694  0.00
C 0.66225 5.62599 0.71379  0.00
C 0.79880 7.00450 0.73086  0.00
C 0.07856 7.74427 1.65491  0.00
Cl 0.24868 9.47202 1.68512  0.00
C -0.77668 7.12975 2.55387  0.00
C -0.91332 5.75033 2.52126  0.00
C 1.92134 -3.77840 2.52684  0.00
C 0.87445 -4.45541 2.04841  0.00
N -1.86546 -1.44233 0.17994  -0.02
H -8.27157 0.85061 0.44524  0.00
H -5.97238 0.55568 1.32643  0.00
H -4.45229 0.45404 -2.66059  0.00
H -6.75184 0.74584 -3.54664  0.00
H -4.90152 -2.03799 -1.07008  0.00
H -3.39950 -4.18191 -0.93670  0.00
H -3.03792 -5.10674 1.41820  0.00
H -3.63946 -7.50233 1.27640  0.00
H -0.31167 -8.18514 -1.31437  0.00
H 0.28867 -5.78772 -1.17477  0.00
H 4.83107 -0.89709 3.77392  0.00
H 5.33403 -0.72048 6.16852  0.00
H 1.24609 0.21937 6.96564  0.00
H 0.75055 0.11568 4.57504  0.00
H 3.91984 2.09974 2.73166  0.00
H 2.35981 4.24174 2.34419  0.00
H -2.82777 4.84634 0.66010  0.00
H -4.61315 3.08906 -0.22816  0.00
H 1.21292 5.03641 -0.00822  0.00
H 1.45428 7.50504 0.03188  0.00
H -1.32652 7.72564 3.26889  0.00
H -1.57934 5.25809 3.21876  0.00
H 2.43029 -3.93125 3.46680  0.00
H 0.35913 -5.28576 2.50906  0.00
O 0.04210 -2.37291 3.75396  0.00
C 0.04260 -1.47778 2.79610  0.00
O -0.89749 -0.71074 2.65263  0.00
C 1.28782 -1.36467 1.94269  -0.04
C 3.36840 -1.62504 1.70548  -0.01
C 3.96721 -1.20131 0.42271  0.27
C 3.19004 -0.63006 -0.50556  -0.13
C 1.79507 -0.41082 -0.33671  0.25
N 0.95849 -0.78400 0.63607  0.00
C 1.10305 0.41174 -1.37050  0.04
O 1.63478 0.82710 -2.37005  0.08
O -0.14388 0.67856 -1.00623  0.00
H -0.78083 -2.26658 4.25962  0.00
H 4.10993 -2.03085 2.38424  -0.03
H 5.02740 -1.33918 0.25841  0.00
H 3.59212 -0.27154 -1.44368  0.01



A cluster of 8 separate species, C51H35ClN3O17PS in total. Source: OMol25; level of theory: wB97M-V/def2-TZVPD.

Values from the calculation:
Gap between HOMO and LUMO = 7.1 eV
SMILES = [H]/N=C/CC1=C(P(O)Cl)C(=O)C(N=C=S)=C(N)C1=O.O=C1C=CC(=O)C=C1.O=C1C=CC(=O)C=C1.O=C1C=CC(=O)C=C1.O=C1C=CC(=O)C=C1.O=C1C=CC(=O)C=C1.O=C1C=CC(=O)C=C1.O=C1C=CC(=O)C=C1
HOMO level = -8.96 eV
E_LUMO = -1.842 eV
2S+1 = 1

Last column: Mulliken charge in e.
Geometry (Å):
N -0.84514 -1.84897 2.27267  -0.61
C -0.57446 -0.99724 1.38265  -0.04
C -1.42509 -0.91455 0.13126  -1.39
C -2.84593 -0.57275 0.49357  -0.20
C -3.38622 0.64512 0.62829  1.16
P -2.51870 2.24306 0.28246  0.65
O -1.00602 1.88872 0.78548  -0.49
Cl -3.13355 3.28239 1.96715  -0.30
C -4.83721 0.77209 0.96486  0.09
O -5.45208 1.78635 0.71947  -0.64
C -5.50668 -0.38806 1.57605  0.13
N -6.75320 -0.15732 2.22172  -0.22
C -7.79586 -0.00788 1.61228  0.45
S -9.16337 0.10777 0.88474  -0.33
C -4.99004 -1.61916 1.48000  0.09
N -5.60149 -2.76726 1.92138  -0.53
C -3.70716 -1.78716 0.73570  0.40
O -3.38422 -2.88137 0.34150  -0.59
H -0.17557 -1.77238 3.03726  0.33
H 0.24783 -0.28339 1.48013  0.48
H -1.43399 -1.90691 -0.32078  0.45
H -1.00501 -0.20068 -0.57242  0.34
H -0.92091 1.85445 1.74791  0.33
H -6.20062 -2.60769 2.72153  0.23
H -4.93736 -3.50598 2.11555  0.29
C 5.35634 -1.62147 2.04577  -0.47
C 4.22291 -1.01006 2.37694  -0.40
C 3.03623 -1.78269 2.82127  0.45
O 2.00170 -1.22147 3.12116  -0.56
C 3.15364 -3.25961 2.88423  -0.33
C 4.28609 -3.87346 2.55277  -0.32
C 5.47495 -3.10082 2.10832  0.27
O 6.50536 -3.66390 1.81081  -0.43
H 6.23839 -1.08576 1.71887  0.43
H 4.10634 0.06564 2.34195  0.42
H 2.27130 -3.79561 3.21036  0.43
H 4.40607 -4.94976 2.58901  0.48
C -0.50557 6.96823 -1.81361  -0.40
C -1.20406 5.84381 -1.68542  -0.33
C -1.19707 4.80519 -2.75015  0.38
O -1.83632 3.78344 -2.62264  -0.53
C -0.38168 5.06919 -3.96247  -0.33
C 0.31366 6.19552 -4.08903  -0.17
C 0.30966 7.23197 -3.02720  0.31
O 0.94858 8.25610 -3.14524  -0.55
H -0.49322 7.73989 -1.05432  0.42
H -1.80742 5.62502 -0.81287  0.42
H -0.38456 4.30379 -4.72808  0.48
H 0.91450 6.40403 -4.96313  0.31
C 8.27895 -8.09311 4.06202  -0.42
C 9.60768 -8.04557 4.05178  -0.49
C 10.33323 -7.17674 3.09112  0.54
O 11.54892 -7.13768 3.08488  -0.56
C 9.53457 -6.36133 2.14530  -0.12
C 8.20476 -6.41362 2.15538  -0.30
C 7.47434 -7.27839 3.11324  0.37
O 6.26157 -7.32116 3.13116  -0.55
H 7.72018 -8.71534 4.74956  0.41
H 10.22053 -8.62604 4.72958  0.42
H 10.09810 -5.72654 1.47203  0.29
H 7.59085 -5.82582 1.48666  0.41
C 2.13951 6.70663 -7.88900  -0.19
C 2.20108 7.55078 -8.91459  -0.42
C 1.25796 7.44379 -10.05864  0.34
O 1.31546 8.21045 -10.99379  -0.54
C 0.24244 6.35962 -10.01079  -0.38
C 0.18140 5.51608 -8.98461  -0.40
C 1.12457 5.62452 -7.84428  0.47
O 1.06611 4.85716 -6.90518  -0.56
H 2.81539 6.76338 -7.04480  0.44
H 2.92973 8.34919 -8.97213  0.40
H -0.43325 6.30430 -10.85468  0.40
H -0.54806 4.71844 -8.92485  0.42
C -9.65151 1.04986 -4.24539  -0.32
C -10.05222 0.10885 -3.39563  -0.29
C -11.26925 0.28978 -2.56348  0.37
O -11.63030 -0.56664 -1.78544  -0.55
C -12.02225 1.56084 -2.71572  -0.39
C -11.62190 2.50152 -3.56606  -0.33
C -10.40566 2.32056 -4.40015  0.39
O -10.04364 3.17601 -5.17776  -0.55
H -8.76789 0.94423 -4.86172  0.41
H -9.52130 -0.82536 -3.26319  0.44
H -12.90372 1.66775 -2.09640  0.42
H -12.15156 3.43665 -3.69580  0.40
C -8.26464 0.10626 5.58275  -0.06
C -9.22028 0.65897 4.84125  -0.12
C -10.51154 1.08538 5.43767  0.25
O -11.38392 1.58749 4.76347  -0.54
C -10.69387 0.87085 6.89732  -0.40
C -9.73879 0.31729 7.63883  -0.40
C -8.44713 -0.10907 7.04025  0.26
O -7.57719 -0.61289 7.71756  -0.54
H -7.31654 -0.20873 5.16516  0.48
H -9.10219 0.82288 3.77872  0.18
H -11.64295 1.19018 7.30883  0.41
H -9.84744 0.14944 8.70283  0.41
C 13.05441 -4.56949 1.98484  -0.12
C 14.38415 -4.52623 1.97459  -0.42
C 15.12373 -3.66510 1.01871  0.34
O 16.33459 -3.62478 1.00684  -0.55
C 14.32208 -2.84854 0.06828  -0.37
C 12.99304 -2.88944 0.07514  -0.45
C 12.26012 -3.75138 1.03528  0.57
O 11.04505 -3.78534 1.04229  -0.52
H 12.48988 -5.20139 2.65995  0.28
H 14.99014 -5.11332 2.65299  0.43
H 14.88551 -2.22962 -0.61837  0.40
H 12.38505 -2.30687 -0.60522  0.42



Values of relative energy (zero: lowest compared OMol25 entry of this formula, charge and spin), in order: 62.3 0.0, all in kcal/mol.
Values of maximum force, in order: 0.47 0.82, all in eV Å⁻¹.